Entry 1:
88
Properties=species:S:1:pos:R:3:forces:R:3:lowdin_charge:R:1 method="wB97M-V/def2-TZVPD" e_tot_ha=-5948.87731 lumo_energy_ev=0.01 homo_ev=-6.7 de_lowest_ev=0.000 charge=0 orbital_gap_ev=6.7426
C 4.0035 1.1508 1.5896 0.0 0.0 0.0 -0.043
C -0.9900 -1.0027 4.0750 0.0 0.0 -0.2 -1.135
H 3.2917 1.9038 1.2534 0.0 0.0 0.0 0.064
H 3.7970 -2.2945 1.9507 0.0 0.0 0.0 0.057
C -1.0645 3.0929 4.1941 -0.1 0.0 0.0 -0.238
S 0.3738 1.5912 2.2997 0.1 0.3 0.2 0.747
H 4.9063 1.1894 0.9762 0.0 0.0 0.0 0.088
F 2.3682 2.0576 4.3892 0.0 0.0 0.0 0.067
O 1.4925 -2.0055 -1.1864 0.0 0.0 0.0 -0.166
H 1.2077 0.8510 -4.8295 0.0 0.0 0.0 0.077
C 1.1841 2.6020 4.6875 0.0 0.1 0.0 -0.281
O -0.5589 2.0402 -2.9989 0.0 0.0 0.0 -0.162
C -0.2165 2.4146 -4.3613 0.0 0.0 0.0 -0.410
H -1.2357 2.9496 0.6411 0.0 0.0 0.0 0.047
H -2.2866 2.3023 -4.9368 0.0 0.0 0.0 0.091
H -2.2019 -2.6668 -5.0534 0.0 0.0 0.0 0.092
P 1.5755 -0.6452 -0.4155 0.1 0.1 0.1 0.473
S -2.5219 -0.2210 3.7621 0.1 -0.1 0.3 0.615
H -2.8473 3.6033 1.0157 0.0 0.0 0.0 0.099
C -2.3012 2.8176 0.4948 0.0 -0.1 -0.1 -0.083
C -1.6586 -2.3762 -2.3601 0.0 0.0 -0.1 -0.024
H 1.3823 2.3323 -5.7726 0.0 0.0 0.0 0.091
C 1.1607 1.9397 -4.7796 0.0 0.0 0.0 -0.049
H 1.4391 -3.7241 -3.2092 0.0 0.0 0.0 0.080
O 3.0353 -0.5090 0.1168 -0.1 0.0 0.0 -0.166
O -3.2956 -0.9380 0.4818 -0.2 -0.1 -0.1 -0.325
H 3.1708 -3.6480 -3.5650 0.0 0.0 0.0 0.090
H 5.2070 -1.3551 1.4045 0.0 0.0 0.0 0.089
C 3.3820 -0.2218 1.5461 0.1 0.0 -0.1 -0.408
H 1.9272 2.3083 -4.0984 0.0 0.0 0.0 0.084
H -4.4510 1.0224 1.8946 0.0 0.0 0.0 0.127
F -2.3714 4.2790 5.7583 0.0 0.0 0.0 0.115
C 2.6220 -2.7831 -1.6816 0.0 0.0 0.0 -0.422
O -0.3917 -0.5039 -3.2726 0.0 0.0 0.0 -0.192
C 1.4017 -1.3894 5.1219 0.0 0.2 -0.1 -1.477
H -2.4441 -0.7213 -3.4933 0.0 0.0 0.0 0.142
S 2.7687 -1.3099 6.0263 0.0 0.0 0.0 0.536
O 0.5114 -0.5058 0.5986 0.2 -0.3 -0.1 -0.435
C -3.9932 -2.1891 0.5347 0.0 0.0 0.0 -0.093
O -2.6539 1.5458 1.0585 -0.2 0.4 0.0 -0.353
C 4.2960 -1.3284 2.0055 0.0 0.0 0.0 -0.042
H -3.8055 0.3633 -1.0257 0.0 0.0 0.0 0.124
H -1.1506 2.3589 -6.2911 0.0 0.0 0.0 0.091
H -0.2159 3.5043 -4.3152 0.0 0.0 0.0 0.144
F -2.1407 3.0976 3.3944 0.1 0.0 0.0 0.070
C 1.3390 0.6443 -1.6459 -0.1 0.0 0.0 -0.182
C 2.7516 -4.0079 -0.8049 0.0 0.0 0.0 -0.021
H -4.5646 2.1274 0.5060 0.0 0.0 0.0 0.138
P -0.3766 0.6806 -2.2216 0.1 0.0 0.1 0.489
H -4.3539 -2.4412 -0.4653 0.0 0.0 0.0 0.096
C -0.4115 -1.9694 3.2982 -0.1 0.1 0.0 -1.154
S 1.2297 -2.4045 3.7323 -0.1 -0.1 0.1 0.899
H -1.3350 0.8657 -5.3634 0.0 0.1 0.0 0.058
H -0.4483 -2.6100 -4.8249 0.0 0.0 0.0 0.082
H -4.8347 -2.1101 1.2259 0.0 0.0 0.0 0.107
H 2.1730 -2.1905 -3.7087 0.0 0.0 0.0 0.077
H 3.5187 -2.1662 -1.5975 0.0 0.0 0.0 0.136
S -1.1338 -2.7304 1.9103 0.1 -0.1 0.0 0.602
C 2.3325 -3.1019 -3.1314 0.0 0.0 0.0 -0.037
H 2.0179 0.5140 -2.4886 0.0 0.0 0.0 0.078
H -0.7607 -2.9951 -2.3303 0.0 0.0 0.0 0.081
H 3.5833 -4.6258 -1.1457 0.0 0.0 0.0 0.091
H 4.2644 1.3880 2.6217 0.0 0.0 0.0 0.089
H -1.2819 -1.2704 -5.6290 0.0 0.0 0.0 0.070
Sc -1.3431 -0.2161 1.5791 -0.1 0.0 0.0 0.508
H -5.1790 -0.2667 -0.0743 0.0 0.0 0.0 0.134
H -3.3102 -2.9452 0.8984 0.0 0.0 0.0 0.010
H 1.5514 1.5973 -1.1533 0.0 0.0 0.0 0.098
C -1.3177 1.9540 -5.2925 0.0 0.0 0.0 -0.032
F -0.2565 4.4073 7.4664 0.0 0.0 0.0 0.121
C -1.5585 -1.3631 -3.4815 0.0 0.0 0.0 -0.414
H 2.9310 -3.7223 0.2306 0.0 0.0 0.0 0.074
C -4.0418 1.2599 0.9106 0.0 0.0 0.0 -0.168
H 2.4479 -0.2289 2.1041 0.0 0.0 0.0 0.071
C -0.1313 3.7947 6.2871 0.0 0.0 0.0 -0.140
H 1.8339 -4.5962 -0.8436 0.0 0.0 0.0 0.094
C 1.0767 3.2353 5.9104 0.0 0.0 0.0 -0.151
H 4.5663 -1.1562 3.0484 0.0 0.0 0.0 0.086
F 2.1250 3.3009 6.7342 0.0 0.0 0.0 0.121
C 0.1202 2.4903 3.7915 0.1 -0.1 -0.1 -0.499
C -1.3600 -2.0106 -4.8328 0.0 0.0 0.0 -0.034
C -1.2030 3.7235 5.4183 0.0 0.0 0.0 -0.142
C -4.1501 0.0934 -0.0266 0.0 0.0 -0.1 -0.171
H -1.7745 -1.8863 -1.3965 0.0 0.0 0.1 0.060
O -1.3781 0.5883 -1.1426 0.1 -0.1 -0.1 -0.244
H -2.5213 -3.0228 -2.5329 0.0 0.0 0.0 0.095
S -0.0053 -0.4240 5.4064 0.0 -0.1 0.0 0.931
H -2.5395 2.8177 -0.5710 0.0 0.0 0.0 0.093


Entry 2:
14
Properties=species:S:1:pos:R:3:forces:R:3:lowdin_charge:R:1 method="wB97M-V/def2-TZVPD" e_tot_ha=-233.23626 lumo_energy_ev="-0.79 / -0.79" homo_ev="-8.3 / -8.3" de_lowest_ev=4.102 charge=0 orbital_gap_ev="7.5095 / 7.4888"
H -1.1993 -1.7964 -0.6320 0.1 0.1 0.1 0.112
C -0.7411 -1.1084 0.0831 0.0 0.0 0.0 -0.065
H -0.5966 0.9426 -2.1593 0.1 0.0 0.1 0.095
C 0.1619 -1.6025 0.9774 0.0 0.1 0.0 -0.242
H -0.8916 0.8271 0.8983 0.0 -0.1 -0.1 0.097
H 0.3453 -2.6816 0.9581 0.0 0.2 0.0 0.087
H 1.8410 -1.1671 2.0799 -0.1 0.1 -0.1 -0.003
H 1.4905 2.1174 -1.6279 -0.1 -0.1 0.1 0.055
C -1.0837 0.3406 -0.0618 0.0 0.0 0.1 -0.225
C 0.9032 -0.6692 1.7596 0.0 -0.4 -0.1 0.099
H 1.2683 1.6857 0.1697 -0.1 0.0 -0.2 0.056
C 0.8946 1.6425 -0.8533 -0.1 -0.1 0.0 0.002
C -0.2402 1.0125 -1.1319 0.2 0.1 0.0 -0.181
H -2.1453 0.4331 -0.3207 0.1 0.0 0.0 0.112


Entry 3:
12
Properties=species:S:1:pos:R:3:forces:R:3:lowdin_spin:R:1 method="wB97M-V/def2-TZVPD" e_tot_ha=-592.57792 lumo_energy_ev="-4.45 / -5.08" homo_ev="-10.3 / -11.6" de_lowest_ev=0.341 multiplicity=2 charge=+1 orbital_gap_ev="5.8275 / 6.5476"
H -2.1097 -2.5322 0.8357 0.9 -0.6 -2.3 0.003
H -2.6808 0.9930 -1.7833 1.2 -0.4 -0.8 0.001
C -2.2935 -1.4941 0.5729 -2.0 2.9 1.3 0.014
C -2.7476 0.8602 -0.7184 1.4 0.5 -0.7 0.072
O 0.1352 -0.0789 0.2722 0.6 -1.2 1.0 0.117
H -3.0745 1.8684 -0.4961 -1.6 -0.6 1.9 0.015
C -2.2518 -0.3398 -0.2433 1.9 -5.5 -0.7 0.071
H -0.2813 -1.8004 -0.8179 -0.1 -1.0 0.5 0.006
Na 0.3640 0.0749 2.5052 0.3 -0.2 0.2 0.196
C -0.6198 -1.0641 -0.1045 -2.9 5.4 -1.5 0.003
Mg -0.9225 1.7359 0.3531 0.3 0.1 -0.5 0.498
H -3.1122 -1.4454 1.2884 0.0 0.7 1.6 0.004